[1]
CH4ClNOS2 in the gas phase, computed with ωB97M-V/def2-TZVPD.

The calculation puts the LUMO energy (alpha / beta) at -1.05 / -1.00 eV.

```
10
Properties=species:S:1:pos:R:3:forces:R:3:lowdin_charge:R:1
C 0.809 1.622 0.590 2.25 -0.47 0.12 -0.89
N -1.229 -2.017 -1.589 4.43 1.84 -0.33 -0.42
O 0.958 -0.717 1.937 1.76 -1.49 0.95 -0.58
S -1.015 -0.557 -0.775 -0.37 0.65 -0.55 0.53
S -0.068 0.184 1.505 -0.99 1.49 -1.94 0.68
Cl 0.042 3.111 1.000 -1.37 1.16 -0.12 0.52
H 1.837 1.873 1.064 -1.40 -1.71 -0.85 0.06
H 0.921 1.459 -0.526 -0.39 0.13 1.38 0.03
H -1.973 -2.552 -1.279 -1.22 -1.76 0.49 -0.02
H -0.281 -2.406 -1.928 -2.70 0.16 0.85 0.08
```
Positions in Å, forces in eV/Å.



[2]
A molecular structure, C2H38BeO19, computed with ωB97M-V/def2-TZVPD.

The calculation puts the LUMO energy at -0.41 eV.

```
60
Properties=species:S:1:pos:R:3:forces:R:3:lowdin_charge:R:1
Be -8.443 -15.412 -17.214 -0.62 -0.11 -0.61 0.04
O -9.251 -14.450 -16.263 0.70 -1.85 0.24 -0.25
C -8.142 -14.131 -15.427 -1.17 3.51 -1.28 -0.22
C -7.100 -13.774 -16.476 1.00 -2.00 1.88 -0.23
O -6.983 -14.923 -17.265 0.63 -1.95 -0.62 -0.24
H -7.892 -14.820 -14.685 0.77 -1.77 0.65 0.07
H -8.453 -13.253 -14.848 0.22 0.33 0.01 0.11
H -6.116 -13.650 -16.055 0.42 1.26 0.36 0.09
H -7.406 -13.095 -17.198 -0.55 2.62 -0.29 0.10
O -6.094 -14.242 -12.794 -0.05 -0.82 0.14 -0.03
H -6.252 -13.323 -12.933 -0.22 1.32 0.21 0.00
H -5.803 -14.546 -13.663 0.21 -0.59 0.04 0.00
O -5.933 -11.369 -14.696 -1.46 -0.04 0.22 -0.01
H -5.176 -11.671 -15.151 1.30 -0.67 -1.34 0.02
H -5.544 -10.868 -13.998 0.18 0.73 1.00 0.04
O -8.433 -17.056 -16.650 -0.51 -1.15 0.52 0.09
H -7.746 -17.655 -16.322 0.48 0.62 -0.66 0.11
H -9.077 -17.258 -15.951 -0.47 0.67 0.03 0.10
O -11.599 -14.273 -18.046 -1.11 -0.68 0.43 -0.04
H -12.374 -14.506 -17.464 1.32 0.48 -0.95 0.10
H -11.827 -13.464 -18.513 -0.10 0.22 0.29 0.06
O -10.220 -10.455 -14.439 -0.02 0.10 0.00 -0.06
H -9.905 -10.980 -15.188 -0.28 -0.13 -0.42 -0.01
H -9.435 -10.004 -14.132 0.06 0.19 0.12 0.00
O -7.028 -10.576 -18.355 0.25 -0.68 0.31 -0.03
H -7.314 -9.831 -18.872 -0.17 0.83 0.19 0.07
H -7.006 -10.376 -17.402 -0.13 0.18 -0.55 0.09
O -8.724 -15.193 -11.904 0.65 -0.54 0.07 -0.04
H -7.777 -15.008 -12.052 0.04 0.63 -0.12 0.03
H -8.662 -15.985 -11.355 -0.45 0.17 0.33 0.06
O -7.158 -13.869 -20.357 -0.49 0.30 -0.48 -0.03
H -6.765 -13.032 -20.637 -0.14 -0.13 -0.04 0.07
H -6.455 -14.323 -19.910 0.80 -0.38 0.61 0.03
O -8.446 -17.086 -13.833 0.44 -0.90 -0.48 -0.05
H -8.710 -16.375 -13.238 -0.49 0.68 0.20 -0.01
H -7.717 -17.502 -13.361 -0.03 -0.11 -0.06 0.05
O -4.461 -11.621 -18.036 1.25 -0.34 1.12 -0.05
H -4.612 -12.577 -18.059 0.28 0.24 -0.24 -0.03
H -5.118 -11.204 -18.555 -1.14 0.51 -0.66 -0.03
O -5.145 -15.814 -14.910 -0.30 -0.22 -0.66 -0.02
H -5.655 -16.592 -15.154 0.04 -0.63 0.72 0.05
H -5.444 -15.320 -15.681 0.25 0.72 -0.30 0.01
O -9.099 -11.986 -19.500 0.04 0.95 0.14 -0.06
H -8.812 -12.868 -19.706 0.41 -0.56 -0.19 -0.01
H -8.314 -11.554 -19.096 -0.35 -0.37 -0.32 0.00
O -9.159 -15.330 -18.745 -0.55 -0.38 0.10 0.08
H -8.606 -15.101 -19.498 0.06 0.25 -0.15 0.08
H -10.053 -14.910 -18.793 0.30 -0.21 0.33 0.08
O -10.793 -14.401 -14.129 -0.01 -0.28 -0.74 -0.07
H -9.977 -14.136 -13.696 -0.18 0.07 0.47 -0.01
H -10.492 -14.501 -15.068 -0.31 0.09 0.77 0.01
O -4.598 -14.266 -18.232 -0.01 -0.80 0.08 -0.05
H -4.294 -15.167 -18.121 1.19 -0.31 -0.46 0.07
H -5.415 -14.452 -17.748 -1.32 0.37 -0.12 -0.02
O -8.066 -11.646 -12.555 0.24 -0.53 0.62 -0.03
H -7.807 -12.082 -13.369 -0.10 0.28 -0.33 -0.02
H -8.019 -10.707 -12.716 0.00 0.24 -0.16 0.03
O -9.870 -12.010 -16.853 -0.97 0.91 2.22 -0.03
H -9.396 -11.937 -17.646 0.64 0.22 -1.95 -0.04
H -9.589 -12.861 -16.490 -0.46 -0.57 -0.20 -0.01
```
Positions in Å, forces in eV/Å.



[3]
2 unconnected molecules or ions with the total composition C8H11FNO5, computed with ωB97M-V/def2-TZVPD.

The calculation puts the LUMO energy at 3.29 eV. The total charge is -1.

```
26
Properties=species:S:1:pos:R:3:forces:R:3:lowdin_charge:R:1
C -1.199 -3.768 -0.631 -1.14 0.61 0.61 -0.47
C 0.611 1.101 -0.403 -2.13 0.57 2.24 -0.19
C 0.766 0.545 1.053 4.30 0.04 -1.62 -0.21
C -0.800 0.710 -0.944 0.85 -1.06 0.33 -0.16
C 0.675 -0.976 1.089 1.35 0.18 -0.50 -0.15
C -0.866 -0.858 -0.939 0.53 -0.27 -0.83 -0.13
C -0.650 -1.420 0.467 1.69 -0.51 -0.25 -0.28
C -0.762 -2.920 0.491 -0.78 -1.10 0.26 -0.20
N -3.569 -0.464 2.036 0.03 -1.03 -0.81 -0.62
O -1.983 -4.320 -1.326 -0.29 -0.27 -0.22 0.15
O -4.737 -0.339 2.408 -0.13 0.98 0.26 -0.04
O 0.085 -3.635 -0.568 1.67 0.12 0.42 0.17
O -2.837 0.481 1.664 -0.38 1.01 0.35 -0.08
O -3.093 -1.608 1.938 0.05 -0.95 0.42 -0.07
F -0.678 -3.609 1.702 0.18 1.36 -1.51 0.08
H 0.788 2.184 -0.404 -0.33 -0.04 0.07 0.10
H 1.354 0.714 -1.049 0.88 -0.81 -0.62 0.08
H 1.845 0.854 1.420 -1.59 -0.72 -0.74 0.13
H 0.210 0.972 1.804 -2.15 1.20 1.17 0.07
H -1.662 1.016 -0.317 0.71 0.41 -0.37 0.10
H -0.819 1.115 -1.962 -0.64 -0.23 0.05 0.10
H 1.535 -1.290 0.354 -1.13 -0.21 1.86 0.15
H 0.748 -1.259 2.206 0.23 -0.26 -1.99 0.15
H -1.872 -1.217 -1.321 1.30 0.31 0.18 0.15
H 0.018 -1.280 -1.508 -1.20 0.46 -0.22 0.13
H -1.367 -0.960 1.048 -1.89 0.21 1.47 0.07
```
Positions in Å, forces in eV/Å.



[4]
C3H4ClFO in the gas phase, computed with ωB97M-V/def2-TZVPD.

The calculation puts the LUMO energy at 0.52 eV. Its SMILES is O=C[C@H](Cl)CF.

```
10
Properties=species:S:1:pos:R:3:forces:R:3:lowdin_charge:R:1
O 1.604 -1.067 -0.497 0.03 -0.16 0.87 0.07
C 0.418 -1.226 -0.425 -0.71 0.09 -2.60 -0.29
C -0.557 -0.295 0.293 1.59 1.41 -0.91 -0.63
Cl -2.147 -0.215 -0.477 0.22 -0.23 0.03 0.64
C 0.210 1.104 0.293 -2.00 -0.39 1.33 -0.22
F 0.339 1.732 -0.918 -0.07 -0.78 -0.27 -0.02
H -0.072 -1.911 -1.151 -0.03 -0.41 0.55 0.12
H -0.639 -0.742 1.270 -0.30 0.49 0.75 0.11
H 1.153 0.789 0.676 1.00 0.46 0.24 0.10
H -0.311 1.831 0.937 0.27 -0.47 0.01 0.13
```
Positions in Å, forces in eV/Å.



[5]
C5H8N2O in the gas phase, computed with ωB97M-V/def2-TZVPD.

The calculation puts the LUMO energy at 0.67 eV. Its SMILES is CO/C=C1\CN=CN1.

```
16
Properties=species:S:1:pos:R:3:forces:R:3:lowdin_charge:R:1
C 1.401 1.864 -0.463 -0.62 1.86 4.12 -0.12
O 0.067 2.215 -0.599 -1.50 -2.55 -0.44 -0.09
C -0.721 1.106 -0.346 -0.44 -2.89 -0.56 -0.10
C -0.382 -0.234 -0.029 -4.42 7.75 -0.26 -0.25
C 0.685 -1.176 -0.065 0.29 -1.44 0.56 -0.18
N -0.085 -2.300 0.397 5.41 -5.43 0.66 0.03
C -1.261 -2.140 0.634 -3.51 -0.38 3.46 -0.33
N -1.679 -0.926 0.269 -1.76 6.44 2.95 0.00
H 1.939 1.189 -0.983 0.47 -3.21 -2.27 0.06
H 1.869 2.720 -0.677 2.04 3.55 -1.13 0.05
H 1.671 1.798 0.606 -0.35 -0.72 -0.08 0.12
H -1.832 1.165 -0.626 1.89 0.79 0.73 0.14
H 0.702 -1.261 -1.119 1.59 -0.70 -1.44 0.12
H 1.713 -1.127 0.439 -1.65 0.30 -0.73 0.15
H -1.975 -2.703 1.375 1.50 0.22 -2.05 0.16
H -2.112 -0.191 1.189 1.07 -3.60 -3.51 0.24
```
Positions in Å, forces in eV/Å.



[6]
2 unconnected molecules or ions with the total composition C5H13NO2, computed with ωB97M-V/def2-TZVPD.

The calculation puts the LUMO energy at 0.89 eV. Its SMILES is OC[C@@H]1CCCN1.O.

```
21
Properties=species:S:1:pos:R:3:forces:R:3:lowdin_charge:R:1
O -1.850 0.813 -1.882 0.32 -0.56 0.50 -0.07
C -1.315 0.099 -0.740 -1.34 -1.26 -1.57 -0.22
C -0.341 0.922 0.053 -0.78 -0.85 1.39 -0.35
C 1.055 0.976 -0.520 1.07 0.12 5.10 -0.09
C 2.077 0.515 0.644 -2.34 0.63 2.48 -0.09
C 1.086 0.310 1.930 -0.25 -3.12 -2.91 -0.16
N -0.301 0.212 1.359 1.80 -0.02 -0.60 -0.04
H -1.111 1.060 -2.428 0.38 0.20 -0.51 0.07
H -0.792 -0.901 -1.042 -0.94 1.89 0.20 0.12
H -2.288 -0.169 -0.231 1.45 0.28 0.13 0.14
H -0.728 1.926 0.182 -0.20 0.37 -0.08 0.14
H 1.318 1.967 -0.643 0.52 1.90 -1.53 0.09
H 1.188 0.279 -1.225 0.51 -1.88 -3.42 0.07
H 2.493 -0.433 0.530 0.46 -1.75 -1.02 0.06
H 2.976 1.100 0.959 -1.10 0.38 -0.66 0.11
H 1.259 -0.703 2.431 0.21 1.71 -0.30 0.12
H 1.130 1.126 2.538 0.48 2.02 2.13 0.06
H -0.971 0.628 1.972 -0.33 0.14 0.45 0.09
O -0.214 -3.062 -0.666 -1.42 -1.32 1.72 -0.12
H -0.577 -3.927 -0.267 0.90 1.99 -0.99 0.08
H -0.648 -2.367 -0.109 0.61 -0.89 -0.51 0.01
```
Positions in Å, forces in eV/Å.



[7]
7 unconnected molecules or ions with the total composition C28H77N7O7, computed with ωB97M-V/def2-TZVPD.

The calculation puts the LUMO energy at 0.63 eV. Its SMILES is COC[C@H](C)N.COC[C@H](C)N.COC[C@H](C)N.COC[C@H](C)N.COC[C@H](C)N.COC[C@H](C)N.COC[C@H](C)N.

```
119
Properties=species:S:1:pos:R:3:forces:R:3:lowdin_charge:R:1
C 5.395 2.073 1.440 0.26 0.70 0.35 -0.10
O 5.164 0.763 1.976 0.91 2.34 -0.62 -0.19
C 3.840 0.641 2.465 0.66 -2.15 -0.19 -0.18
C 3.746 -0.913 2.483 -2.21 1.05 -0.47 -0.46
C 2.314 -1.286 2.765 -0.83 -1.01 0.61 -0.08
N 4.597 -1.585 3.429 0.78 0.34 0.30 0.05
H 5.046 2.208 0.416 -0.76 -0.20 0.07 0.08
H 6.411 2.459 1.359 0.78 -1.30 0.30 0.08
H 5.017 2.845 2.110 -0.80 -0.12 -0.12 0.06
H 3.651 1.110 3.431 0.53 -0.10 0.46 0.13
H 3.081 1.101 1.831 0.12 -0.24 -0.58 0.10
H 3.997 -1.259 1.481 -0.07 0.32 -0.44 0.12
H 2.246 -2.358 2.953 0.04 -0.28 -0.16 0.08
H 1.570 -1.088 1.993 0.37 0.35 -0.22 0.04
H 1.940 -0.873 3.701 0.13 0.39 0.05 0.09
H 5.533 -1.284 3.196 0.45 0.25 0.32 0.07
H 4.618 -2.555 3.147 -0.22 -0.38 0.23 0.07
C 5.774 -0.198 -1.710 -0.89 1.19 -0.65 -0.06
O 5.016 0.069 -2.891 -0.11 -2.77 -0.19 -0.22
C 4.776 1.291 -3.486 0.70 0.19 0.85 -0.22
C 4.049 1.042 -4.800 0.01 -0.38 -0.57 -0.45
C 4.879 0.230 -5.755 0.54 -0.34 -0.81 -0.07
N 3.665 2.270 -5.489 -0.09 0.38 0.69 0.05
H 5.136 0.041 -0.859 0.27 0.13 0.40 0.07
H 6.679 0.409 -1.720 0.21 -0.10 0.26 0.09
H 5.989 -1.266 -1.673 0.13 0.18 -0.26 0.08
H 4.253 1.914 -2.760 -0.65 0.47 -0.20 0.11
H 5.728 1.791 -3.663 0.32 0.34 -0.38 0.13
H 3.194 0.381 -4.659 -0.53 0.48 0.60 0.12
H 5.680 0.841 -6.171 0.61 -0.14 0.39 0.08
H 4.348 -0.053 -6.664 -0.58 0.06 0.16 0.08
H 5.215 -0.708 -5.312 0.36 0.25 0.09 0.08
H 3.422 2.943 -4.776 -0.74 0.22 0.22 0.06
H 4.500 2.715 -5.842 0.41 -0.21 -0.53 0.07
C -9.484 -0.405 2.427 1.37 -0.07 0.18 -0.10
O -8.349 -1.013 1.796 -0.33 0.43 -1.58 -0.23
C -7.829 -2.118 2.490 1.04 -0.57 -0.81 -0.20
C -6.464 -2.702 1.800 -1.06 1.98 0.71 -0.40
C -6.227 -4.111 2.293 -0.33 0.54 -0.18 -0.08
N -5.275 -1.875 2.071 -0.80 -0.96 -0.11 0.06
H -8.971 0.114 3.236 -1.05 0.16 0.81 0.08
H -10.252 -1.125 2.710 0.20 -0.20 0.41 0.09
H -9.994 0.335 1.811 0.51 -0.10 -0.48 0.09
H -7.607 -1.804 3.510 0.07 -0.28 0.44 0.11
H -8.607 -2.880 2.445 0.05 -0.48 0.45 0.11
H -6.743 -2.685 0.746 0.53 -0.01 -0.22 0.13
H -5.202 -4.457 2.156 -0.13 0.09 -0.52 0.08
H -6.960 -4.664 1.707 0.16 -0.88 0.70 0.08
H -6.369 -4.111 3.374 -0.47 -0.43 0.07 0.08
H -5.349 -0.933 1.716 -0.03 0.13 0.02 0.01
H -5.208 -1.874 3.079 0.38 0.39 0.23 0.07
C 0.681 0.110 -2.814 0.73 -0.17 0.33 -0.12
O -0.339 0.216 -1.831 -0.17 -1.32 0.50 -0.22
C -0.278 -0.908 -0.872 -1.28 1.23 1.32 -0.12
C -1.465 -0.702 0.204 -0.29 0.47 -3.30 -0.40
C -1.405 -1.613 1.378 0.42 -0.56 0.97 -0.06
N -2.739 -0.922 -0.512 -0.29 -0.47 0.16 0.04
H 0.615 0.787 -3.665 -0.95 0.19 0.15 0.09
H 0.759 -0.902 -3.211 -0.02 -0.13 -0.01 0.07
H 1.632 0.399 -2.367 0.41 -0.32 0.22 0.08
H -0.295 -1.884 -1.357 -0.30 0.08 -0.30 0.12
H 0.614 -0.860 -0.248 0.57 0.22 -0.30 0.10
H -1.352 0.351 0.465 0.05 -0.16 0.59 0.08
H -1.789 -2.610 1.161 0.42 -0.11 -0.39 0.09
H -1.999 -1.344 2.252 -0.31 0.67 -0.25 0.07
H -0.387 -1.627 1.769 0.10 -0.40 -0.06 0.05
H -3.558 -0.703 0.037 0.09 -0.15 0.43 0.02
H -2.901 -0.502 -1.417 0.81 0.28 -0.03 0.06
C -3.057 3.787 3.494 0.48 1.94 0.19 -0.16
O -3.545 2.548 3.734 -1.41 -2.47 -0.02 -0.17
C -3.769 1.683 2.604 0.70 0.00 -0.08 -0.16
C -5.143 1.745 1.870 0.31 0.74 0.89 -0.38
C -6.244 1.538 2.914 -0.65 0.25 -0.39 -0.05
N -5.103 0.809 0.710 0.61 0.49 0.76 0.03
H -2.219 3.829 2.798 0.01 -0.19 -0.41 0.07
H -2.677 4.185 4.435 0.09 -0.11 0.19 0.09
H -3.833 4.497 3.210 -0.15 0.16 -0.49 0.09
H -2.912 1.848 1.952 -0.09 0.03 -0.60 0.10
H -3.642 0.667 2.980 -0.17 -0.09 0.15 0.12
H -5.269 2.757 1.485 -0.04 0.27 0.00 0.13
H -7.169 1.292 2.393 -0.05 -0.48 0.16 0.06
H -6.496 2.457 3.444 0.40 0.33 -0.19 0.08
H -6.022 0.855 3.733 0.10 -0.50 -0.42 0.08
H -5.952 0.684 0.178 -0.58 0.27 0.47 0.09
H -4.474 1.269 0.068 0.32 -0.25 -0.28 0.07
C 2.033 -3.398 -5.864 -0.98 -0.30 -0.12 -0.10
O 1.773 -3.192 -4.480 1.42 -0.25 0.37 -0.19
C 2.984 -3.195 -3.686 -0.12 -1.64 1.33 -0.17
C 2.625 -3.512 -2.230 -1.48 0.39 2.53 -0.41
C 3.668 -3.456 -1.098 1.26 1.42 -1.46 -0.06
N 2.081 -4.885 -1.971 -0.56 0.46 -2.05 0.04
H 2.341 -2.501 -6.402 0.54 0.13 0.26 0.08
H 1.086 -3.668 -6.330 -0.22 0.01 0.18 0.08
H 2.678 -4.257 -6.052 0.42 0.19 0.15 0.09
H 3.606 -4.086 -3.772 0.46 -0.07 -1.82 0.13
H 3.542 -2.263 -3.767 0.05 -0.01 -0.03 0.12
H 1.872 -2.745 -2.046 -0.40 0.08 0.60 0.10
H 4.349 -4.304 -1.175 -0.18 -0.14 0.10 0.08
H 3.276 -3.373 -0.085 -0.43 -0.25 -0.24 0.07
H 4.283 -2.570 -1.254 0.18 0.24 0.23 0.04
H 1.419 -5.024 -2.721 -0.23 -0.53 -0.49 0.06
H 1.453 -4.889 -1.180 0.25 0.34 0.54 0.07
C 2.916 4.678 2.393 -0.33 -1.08 -0.26 -0.06
O 2.342 3.541 1.631 2.51 1.72 1.93 -0.22
C 0.980 3.715 1.479 -0.04 -1.22 -2.24 -0.20
C 0.670 2.709 0.237 -0.76 1.22 2.30 -0.39
C 1.213 3.163 -1.088 1.74 -0.41 -0.14 -0.05
N -0.753 2.533 0.199 -1.31 0.45 -0.44 0.03
H 3.233 5.476 1.721 -0.21 0.01 -0.15 0.09
H 3.774 4.395 3.001 0.09 -0.51 -0.38 0.07
H 2.209 5.054 3.132 -0.35 0.06 -0.22 0.08
H 0.440 3.502 2.401 -0.31 -0.50 -0.06 0.11
H 0.809 4.768 1.255 -0.54 0.15 -0.55 0.11
H 1.033 1.729 0.547 0.64 0.06 -0.08 0.13
H 1.144 4.230 -1.298 -0.53 0.00 0.05 0.09
H 0.848 2.538 -1.903 -0.48 0.31 0.06 0.06
H 2.283 2.956 -1.107 0.34 0.14 0.07 0.06
H -1.103 3.355 -0.272 -0.51 0.55 0.18 0.08
H -0.948 1.837 -0.507 0.00 -0.43 -0.15 0.04
```
Positions in Å, forces in eV/Å.



[8]
C5H11NO in the gas phase, computed with ωB97M-V/def2-TZVPD.

The calculation puts the LUMO energy at 0.95 eV. Its SMILES is CC[C@@H](C)NC=O.

```
18
Properties=species:S:1:pos:R:3:forces:R:3:lowdin_charge:R:1
C 1.444 -1.331 -0.714 -0.66 0.19 1.15 -0.08
C 0.413 -1.135 0.548 2.16 -1.45 0.06 -0.19
C -0.502 0.047 0.468 1.24 -0.56 -3.73 -0.43
C -1.982 -0.055 0.424 -0.74 0.36 0.39 -0.04
N 0.021 1.347 0.771 0.23 0.00 0.48 0.07
C 0.340 2.175 -0.247 0.09 0.03 -0.35 -0.35
O 0.200 1.876 -1.413 0.14 0.44 -0.24 0.01
H 0.966 -1.413 -1.712 -0.14 0.04 0.72 0.08
H 2.170 -0.508 -0.790 -0.20 -0.24 0.19 0.07
H 1.963 -2.272 -0.503 0.13 0.23 -0.19 0.06
H -0.156 -2.060 0.527 -0.12 -0.02 0.56 0.10
H 1.044 -1.030 1.414 0.37 -0.73 0.69 0.09
H -0.180 -0.094 -0.594 -1.83 2.06 -0.16 0.10
H -2.347 -1.063 0.229 0.12 0.05 -0.19 0.08
H -2.458 0.290 1.335 -0.15 0.03 0.34 0.07
H -2.272 0.632 -0.374 -0.50 -0.21 0.04 0.08
H 0.189 1.687 1.702 -0.08 -0.19 0.18 0.14
H 0.759 3.144 0.071 -0.08 -0.02 0.05 0.13
```
Positions in Å, forces in eV/Å.



Asked for DFT total energy across the records above, the calculation gives -38829.484, -41998.560, -22916.372, -20462.231, -10336.923, -10979.088, -55040.995, -8899.653 eV in order.
Asked for energy above the lowest of the compared OMol25 structures with the same formula, charge and spin across the records above, the calculation gives 1.386, 0.601, 1.223, 0.485, 5.803, 2.791, 4.141, 2.044 eV in order.
Asked for maximum force across the records above, the calculation gives 0.0935, 0.0763, 0.0893, 0.0524, 0.1736, 0.1014, 0.0700, 0.0772 hartree/bohr in order.